[1]
DFT (ωB97M-V/def2-TZVPD) results for a molecular structure, C5H7NO in a non-equilibrium geometry.

Last column: Mulliken charge in e.
CARTESIAN COORDINATES (ANGSTROEM)
O1 0.684 -1.031 -1.906  -0.610
H1 0.682 -1.653 -0.140  0.289
H2 -2.337 -0.048 1.106  0.345
C1 0.686 0.253 0.917  -0.207
H3 1.651 1.670 -0.509  0.271
H4 2.641 0.204 -0.154  0.273
H5 -2.278 1.154 -0.200  0.273
C2 -1.963 0.147 0.095  -1.209
C3 0.583 -0.165 -1.063  0.437
H6 -2.429 -0.572 -0.584  0.286
H7 0.690 0.605 1.947  0.384
C4 1.628 0.611 -0.227  -0.472
N1 0.238 -1.147 0.681  -0.672
C5 -0.476 -0.029 0.037  0.610

Forces on atoms 1 to 6 (eV/Å):
-0.1 1.5 -0.7
-0.1 0.1 2.6
0.2 0.0 -0.2
0.1 -0.2 0.1
-0.1 -0.2 0.2
-0.1 0.0 -0.2

Values from the calculation:
frontier orbital gap	10.34	eV
E_HOMO	-0.346	Ha
relative energy (zero: lowest compared OMol25 entry of this formula, charge and spin)	3.277	eV
net charge	0

***

[2]
DFT (ωB97M-V/def2-TZVPD) results for 2 unconnected molecules or ions with the total composition C8H19NOP in a non-equilibrium geometry.

Last column: Mulliken charge in e.
CARTESIAN COORDINATES (ANGSTROEM)
H1 -3.457 0.219 1.294  0.319
H2 2.567 -0.155 -1.932  0.268
O1 -0.172 2.590 0.166  -0.576
C1 0.693 -1.258 0.334  0.196
H3 -3.881 0.797 -0.423  0.239
H4 -1.611 1.122 -2.336  0.383
H5 -0.294 -2.843 1.576  0.386
H6 3.748 1.661 1.026  0.342
H7 3.186 0.109 1.714  0.354
C2 2.825 0.947 1.232  -1.390
H8 -0.069 1.836 -2.197  0.334
H9 -0.113 3.174 0.920  0.358
H10 -1.941 -3.340 0.227  0.433
C3 -3.992 0.863 0.707  -0.785
H11 -0.251 0.112 -2.016  0.360
N1 2.989 0.017 -0.976  -0.550
C4 0.815 -0.001 0.146  -0.170
P1 -0.681 1.087 -0.022  0.506
H12 2.075 1.797 -0.567  0.500
H13 -0.896 -3.084 -1.093  0.296
C5 -1.399 -2.585 -0.229  -0.965
C6 2.139 0.809 -0.123  0.120
H14 -4.867 1.306 1.091  0.324
H15 1.587 -1.928 0.130  0.236
H16 -2.156 -1.790 -0.590  0.214
H17 2.042 1.478 1.843  0.338
C7 -0.705 1.022 -1.793  -0.913
H18 3.395 -0.751 -0.540  0.250
C8 -0.490 -1.941 0.927  -0.782
H19 -1.086 -1.270 1.505  0.375

Forces on atoms 1 to 6 (eV/Å):
1.2 -1.5 1.4
1.1 0.0 1.7
0.0 0.1 -0.8
1.2 -4.2 1.3
-0.2 0.1 1.7
-1.2 0.0 -0.1

Values from the calculation:
frontier orbital gap (spin up / spin down)	5.34 / 9.09	eV
E_HOMO (spin up / spin down)	-0.448 / -0.469	Ha
relative energy (zero: lowest compared OMol25 entry of this formula, charge and spin)	5.383	eV
net charge	+1

***

[3]
DFT (ωB97M-V/def2-TZVPD) results for a molecular structure, C30H51Cl2LaN2PS in a non-equilibrium geometry.

Last column: Mulliken charge in e.
CARTESIAN COORDINATES (ANGSTROEM)
C1 -0.723 4.635 -2.126  -0.756
H1 3.337 -3.822 -1.413  0.369
H2 0.292 -2.176 2.133  -0.095
C2 1.800 -1.060 -2.625  -0.201
H3 -3.933 -1.776 -3.059  0.355
C3 2.685 -3.873 -2.298  -0.942
H4 -1.737 5.045 -2.149  0.342
H5 -2.448 4.188 4.150  0.342
H6 3.072 2.151 3.115  0.413
H7 2.651 -4.919 -2.625  0.402
C4 -0.867 3.042 5.712  -0.970
H8 -3.854 -0.304 -5.021  0.418
H9 -0.446 -5.108 1.655  0.331
H10 -1.706 -3.180 3.663  0.278
H11 2.077 2.768 6.699  0.299
H12 -3.235 -2.684 -4.415  0.401
H13 -1.020 -3.551 -0.310  0.576
Cl1 2.600 -0.514 1.494  -0.669
H14 4.305 -3.272 -3.597  0.404
Cl2 -2.193 1.212 1.155  -0.790
H15 -0.606 1.987 5.873  0.321
C5 -2.267 -2.339 0.980  -0.426
H16 3.165 3.703 5.645  0.447
H17 -1.241 3.022 -0.768  0.239
C6 0.297 5.261 -2.860  -0.488
C7 -1.603 3.960 3.502  -0.788
C8 0.698 3.217 3.827  -0.255
H18 2.189 1.419 -0.743  0.394
C9 2.117 3.391 5.794  -1.264
P1 -0.247 -1.315 -0.704  0.498
H19 -3.738 -3.220 2.293  0.398
H20 0.318 -4.450 3.104  0.379
H21 0.084 6.155 -3.449  0.329
H22 1.106 -3.288 1.054  0.286
H23 2.396 5.219 -3.403  0.333
H24 -0.372 3.659 6.470  0.286
C10 -3.063 -1.848 -3.727  -0.876
C11 -1.786 -3.958 2.893  -0.649
H25 -2.995 -4.345 1.154  0.359
La1 0.465 1.127 1.607  1.083
S1 1.034 3.752 2.222  -0.248
C12 3.269 -2.976 -3.397  -0.749
H26 0.567 -3.570 -2.700  0.148
C13 -1.830 -2.150 -2.866  -0.766
H27 3.893 -1.292 -2.192  0.381
C14 -2.788 -3.504 1.828  -0.977
C15 -1.301 0.322 -2.740  0.402
C16 2.669 1.747 4.063  -1.103
C17 3.216 -1.486 -3.036  -0.869
C18 1.316 -1.955 -1.479  0.439
H28 -1.989 -3.074 -2.292  0.208
C19 1.172 1.802 -0.527  -1.562
H29 -2.157 -4.863 3.384  0.395
H30 -2.332 1.550 -4.198  0.388
H31 3.553 -0.875 -3.882  0.403
H32 3.491 1.643 4.781  0.530
H33 -0.955 -2.314 -3.513  0.184
H34 2.038 -1.823 -0.646  0.172
H35 -1.074 1.149 -2.056  -1.214
H36 -2.186 -1.423 1.586  0.051
H37 -2.138 -0.654 -5.267  0.306
C20 0.868 2.927 -1.332  1.434
C21 -0.455 3.499 -1.368  -0.046
C22 0.119 -3.047 1.476  -0.296
C23 1.890 3.581 -2.114  -0.719
H38 1.785 -0.008 -2.310  -0.507
H39 2.895 3.155 -2.090  0.302
H40 -1.901 3.199 2.764  0.301
C24 -0.897 -2.688 0.374  0.198
H41 1.499 4.287 5.940  0.408
C25 -2.528 0.651 -3.597  -0.734
H42 -2.457 -0.770 -1.321  0.625
H43 0.935 -4.056 -1.040  0.199
H44 1.125 -1.166 -3.488  0.282
H45 -2.996 -2.105 0.191  0.203
H46 -0.420 0.196 -3.384  0.369
H47 -1.277 4.860 2.966  0.343
C26 -0.397 -4.225 2.306  -0.867
C27 1.280 -3.430 -1.874  -0.491
N1 1.640 2.614 4.647  0.236
H48 -1.946 3.165 5.816  0.360
C28 1.601 4.730 -2.841  -0.435
C29 -1.563 -0.965 -1.944  -0.088
H49 2.263 0.737 3.857  0.182
H50 2.700 -3.136 -4.323  0.312
H51 -3.366 0.883 -2.923  0.382
N2 -0.519 3.479 4.364  0.172
C30 -2.916 -0.529 -4.500  -0.754

Forces on atoms 1 to 6 (eV/Å):
0.3 -0.2 0.1
-0.1 0.0 -0.1
-0.1 -0.2 -0.2
0.1 -0.1 0.0
0.0 0.0 -0.1
-0.1 0.0 0.1

Values from the calculation:
frontier orbital gap (spin up / spin down)	3.80 / 3.80	eV
E_HOMO (spin up / spin down)	-0.065 / -0.065	Ha
net charge	-1

***

[4]
DFT (ωB97M-V/def2-TZVPD) results for 12 unconnected molecules or ions with the total composition C44H62N2O32S4 in a non-equilibrium geometry.

Last column: Mulliken charge in e.
CARTESIAN COORDINATES (ANGSTROEM)
H1 -7.709 -0.317 -4.084  0.237
H2 2.616 0.339 6.252  0.196
C1 2.497 -2.782 1.623  1.124
C2 0.824 0.315 1.178  2.156
H3 4.825 -0.540 -1.959  -0.146
H4 -7.473 2.786 1.407  0.496
C3 -2.607 -3.484 0.700  0.499
S1 -5.541 -0.266 -1.653  0.641
H5 -1.974 -4.464 -4.507  0.347
O1 1.431 -1.082 9.154  -0.589
C4 -1.063 -1.568 4.915  -0.151
O2 6.726 3.601 0.120  -0.347
H6 1.873 -2.917 5.464  0.440
H7 2.483 -4.413 3.113  0.314
H8 4.114 -0.411 4.581  0.399
O3 2.158 0.945 -0.852  -0.039
C5 -4.536 3.345 -0.293  -0.070
S2 3.765 2.873 4.155  0.965
C6 -1.481 -2.980 -3.330  1.439
H9 0.766 1.870 -2.766  -0.183
O4 -1.813 -3.058 1.529  -0.533
C7 0.065 -2.346 4.705  -0.336
O5 -4.088 -0.354 -1.808  -0.106
H10 -6.973 1.825 -3.865  0.318
H11 1.541 6.678 -0.225  0.301
H12 5.378 -3.093 -2.291  0.341
O6 3.362 -1.865 2.155  -0.168
O7 -1.133 5.224 -0.230  -0.337
C8 -6.955 4.415 0.128  -0.528
H13 1.070 -0.436 -3.420  -0.269
H14 2.894 0.070 3.344  -0.754
O8 -0.049 0.212 -1.083  0.159
C9 3.019 -4.138 2.204  -0.374
H15 2.634 -2.859 0.544  -0.560
H16 1.172 6.344 1.470  0.306
H17 -2.104 -3.483 -2.591  -0.883
H18 2.159 1.831 -3.754  0.517
C10 -6.166 4.898 -0.874  -0.576
C11 -4.337 -3.642 -0.824  -0.078
H19 -4.264 4.712 -1.869  0.501
H20 -4.123 -5.671 -0.069  0.333
H21 1.621 4.267 1.213  -0.191
O9 4.099 -1.090 -3.931  -0.374
C12 -6.682 3.266 0.849  -0.625
H22 -1.381 0.418 1.495  0.076
O10 -6.218 -0.620 -0.403  -0.601
O11 5.669 -1.913 3.431  -0.585
H23 1.292 0.062 -5.104  0.448
O12 3.146 2.248 5.540  -0.426
O13 -6.365 -1.064 -2.859  -0.425
C13 -1.378 -0.824 6.021  -1.070
C14 -0.378 -0.887 7.019  -0.086
H24 2.669 -3.575 -3.389  -0.350
O14 -6.110 1.125 -2.209  -0.148
H25 -3.523 2.988 -0.416  0.584
H26 3.904 -3.131 -1.250  -0.129
H27 4.843 4.150 0.855  0.120
O15 -2.380 -4.568 -0.024  -0.354
C15 1.049 -2.256 5.689  0.165
H28 -2.382 -0.482 6.222  0.492
H29 -0.623 -0.357 7.928  0.454
H30 6.541 0.924 -0.265  0.156
H31 1.591 0.959 4.996  0.195
H32 -3.319 -5.436 -1.621  0.319
H33 5.828 1.420 -1.900  0.245
C16 4.342 -2.773 -2.182  -0.064
H34 1.696 4.306 -0.616  0.128
H35 4.208 -4.386 -3.740  0.475
C17 3.751 -3.445 -3.436  -0.083
H36 -4.712 -3.418 1.281  0.368
C18 1.102 0.566 -0.309  -0.260
H37 -0.585 -1.020 1.880  -0.265
O16 -1.954 1.713 -6.090  -0.618
O17 -0.650 0.264 -4.383  -0.100
H38 -6.453 5.677 -1.564  0.423
C19 0.747 0.271 -4.183  -0.003
C20 1.072 1.780 -3.808  0.032
C21 -0.571 -0.219 1.141  0.336
H39 -0.244 -4.243 -6.054  0.368
C22 4.878 2.263 -0.028  0.325
S3 -1.180 1.710 -4.803  0.959
C23 6.087 1.702 -0.879  -0.134
H40 -1.679 -1.946 -3.047  -0.072
H41 4.234 2.727 -0.775  -0.142
O18 4.152 -2.491 -5.661  -0.597
N1 1.700 -1.760 8.161  1.086
H42 0.321 -3.135 4.014  0.493
C24 -0.409 -3.370 -5.423  -0.501
O19 4.943 3.891 4.411  -0.562
O20 -1.216 7.430 0.173  -0.669
C25 3.946 -2.304 -4.519  0.462
C26 -1.682 -3.441 -4.746  -0.655
H43 -1.987 -0.646 -0.626  -0.544
H44 -6.100 -0.847 -4.729  0.253
C27 -3.604 -4.943 -0.692  -0.750
C28 3.481 0.392 4.204  0.792
O21 0.536 -3.313 -4.350  -0.440
H45 -2.428 -2.898 -5.327  0.293
O22 5.498 -2.260 0.895  -0.491
C29 -5.379 2.773 0.628  -0.077
O23 0.280 2.364 -4.852  -0.509
C30 0.794 -1.697 6.959  -0.789
C31 4.152 -1.227 -2.472  1.072
O24 2.673 -2.483 8.130  -0.585
O25 4.406 -3.987 2.357  -0.452
C32 -0.547 6.362 0.114  0.478
O26 2.642 3.266 3.313  -0.437
H46 1.635 -0.305 1.560  -2.385
H47 -4.201 -1.956 0.524  -0.156
H48 -5.411 -3.815 -0.895  0.469
H49 -5.216 1.439 -3.984  0.216
C33 1.149 4.587 0.284  0.427
C34 7.014 2.813 -0.837  0.279
O27 4.318 1.407 3.756  -0.303
N2 -4.807 1.720 1.518  1.016
H50 3.129 -1.032 -2.152  -0.679
C35 2.612 0.985 5.375  0.118
O28 -5.565 1.162 2.317  -0.616
C36 -4.914 4.366 -1.079  -0.425
H51 -7.929 4.879 0.191  0.315
O29 -1.911 2.356 -3.700  -0.350
C37 -0.298 4.105 0.109  0.234
C38 -0.943 -0.674 -0.314  0.476
H52 -0.467 3.364 -0.672  -0.153
C39 0.019 -3.139 -3.087  0.136
C40 0.884 6.121 0.442  -0.590
H53 -0.683 -1.701 -0.571  0.047
H54 5.723 2.791 1.807  0.221
H55 -0.211 -2.497 -6.044  0.258
O30 0.761 -2.856 -2.154  -0.375
C41 -4.050 -3.035 0.504  -0.049
C42 -6.183 1.127 -3.590  -0.276
H56 -0.662 3.573 0.988  0.127
H57 2.747 -4.913 1.487  0.385
O31 -3.602 1.452 1.357  -0.518
S4 4.910 -2.355 2.212  1.126
H58 -4.110 -3.216 -1.801  0.060
O32 7.924 3.114 -1.606  -0.673
C43 -6.628 -0.302 -3.946  -0.269
H59 4.246 1.569 0.525  0.036
H60 -1.865 -1.898 4.272  0.429
H61 1.445 -2.650 1.875  -0.418
C44 5.499 3.280 0.859  -0.139
H62 0.882 1.190 1.826  0.557

Forces on atoms 1 to 6 (eV/Å):
0.0 0.0 -0.3
0.6 0.7 0.3
0.0 -3.3 -0.8
0.1 1.0 -1.3
0.2 -0.2 -0.6
0.5 0.0 0.5

Values from the calculation:
frontier orbital gap	8.53	eV
E_HOMO	-0.353	Ha
structure (SMILES)	O=[N+]([O-])c1ccccc1.O=[N+]([O-])c1ccccc1.O=S1(=O)OCCO1.O=S1(=O)OCCO1.O=S1(=O)OCCO1.O=S1(=O)OCCO1.O=C1CCCO1.O=C1CCCO1.O=C1CCCO1.O=C1CCCO1.O=C1CCCO1.O=C1CCCO1
net charge	0

***

- What is the net charge in the first record?
  0

***

- What is the net charge in the fourth record?
  0

***

- Number 3 is which compound?
  C30H51Cl2LaN2PS

***

- The highest net charge belongs to which entry?
  C8H19NOP